The following is a DFT calculation (the ωB97M-V functional and the def2-TZVPD basis) of a structure of composition C32H22Br3IIrN5O2.

Geometry as XYZ:
```
66
Properties=species:S:1:pos:R:3:forces:R:3:lowdin_spin:R:1
Ir 1.770 -0.824 -0.928 -0.2 -0.1 -0.4 1.35
Br 5.766 -5.962 0.517 0.0 0.0 0.0 0.01
C 4.608 -4.573 0.126 0.0 0.0 0.0 0.02
C 3.253 -4.671 0.431 0.0 0.0 0.0 0.00
C 2.437 -3.608 0.132 0.1 0.0 0.1 0.02
N 2.882 -2.483 -0.455 0.0 0.0 0.0 0.03
C 4.199 -2.402 -0.787 0.0 0.0 -0.1 0.02
C 5.080 -3.420 -0.494 0.0 0.0 0.0 0.00
C 4.578 -1.196 -1.546 0.0 0.0 0.0 0.00
C 5.858 -0.908 -1.966 0.0 0.0 0.0 0.00
C 6.071 0.235 -2.734 0.0 0.0 0.0 0.00
Br 7.781 0.653 -3.321 0.1 0.0 0.0 0.00
C 4.993 1.050 -3.054 0.0 0.0 0.0 0.00
C 3.743 0.711 -2.583 0.0 0.0 0.0 0.00
N 3.541 -0.386 -1.843 0.0 0.1 0.1 0.01
H 2.846 -5.556 0.897 0.0 0.0 0.0 0.00
H 1.389 -3.648 0.367 0.0 0.0 0.0 0.00
H 6.123 -3.342 -0.760 0.0 0.0 0.0 0.00
H 6.689 -1.549 -1.714 0.0 0.0 0.0 0.00
H 5.123 1.941 -3.652 0.0 0.0 0.0 0.00
H 2.873 1.321 -2.787 0.0 0.0 0.0 0.00
C -7.602 5.102 6.786 0.0 0.0 0.0 0.01
O -7.317 3.694 6.601 0.1 0.0 0.0 0.20
C -6.446 3.293 5.718 -0.1 0.0 0.0 0.18
C -5.720 4.151 4.850 0.0 0.0 0.0 0.08
C -4.828 3.618 3.969 0.0 0.0 0.0 0.11
C -4.621 2.208 3.923 -0.1 0.0 0.0 0.25
C -5.361 1.349 4.781 0.0 0.0 0.0 0.05
C -6.250 1.878 5.655 0.0 0.0 0.0 0.09
N -3.740 1.651 3.061 0.0 0.0 -0.1 0.68
N -2.965 2.292 2.280 -0.1 0.0 0.1 0.69
C -2.004 1.908 1.465 0.2 0.0 -0.2 0.07
C -1.329 2.929 0.746 -0.1 -0.1 0.1 0.19
C -0.275 2.647 -0.101 0.0 0.0 -0.1 -0.01
C 0.152 1.342 -0.259 0.0 0.0 -0.1 0.17
O 1.162 1.012 -1.091 0.0 -0.1 0.2 0.24
C -0.506 0.292 0.418 0.0 0.0 0.0 0.03
N -0.034 -0.968 0.157 0.1 0.0 0.1 0.06
C -0.705 -2.005 0.641 0.0 0.1 0.0 -0.01
C -1.829 -1.862 1.447 0.0 0.0 0.0 0.05
C -2.270 -0.598 1.775 0.0 0.0 0.0 -0.01
C -1.611 0.521 1.259 -0.1 0.1 0.0 0.06
H -8.293 5.142 7.619 0.0 0.0 0.0 0.00
H -8.070 5.498 5.886 0.0 0.0 0.0 0.00
H -6.685 5.636 7.028 0.0 0.0 0.0 0.00
H -5.876 5.219 4.877 0.0 0.0 0.0 0.00
H -4.271 4.250 3.292 0.0 0.0 0.0 0.01
H -5.206 0.281 4.723 0.0 0.0 0.0 0.00
H -6.832 1.257 6.322 0.0 0.0 0.0 0.00
H -1.666 3.948 0.878 0.0 0.0 0.0 0.01
H 0.221 3.435 -0.650 0.0 0.0 0.0 0.00
H -0.360 -2.989 0.364 0.0 0.0 0.0 0.00
H -2.344 -2.743 1.801 0.0 0.0 0.0 0.00
H -3.137 -0.477 2.409 0.0 0.0 0.0 0.01
Br 3.312 -3.838 -3.726 0.0 0.0 0.0 0.00
C 2.612 -2.752 -5.102 0.0 0.0 0.0 0.01
C 3.243 -2.768 -6.336 0.0 0.0 0.0 0.00
C 2.741 -2.003 -7.380 0.0 0.0 0.0 0.01
C 1.613 -1.217 -7.202 0.0 0.0 0.0 0.00
C 0.976 -1.188 -5.970 0.1 0.0 -0.1 0.01
C 1.482 -1.963 -4.935 0.0 0.1 0.1 0.02
I 0.371 -1.939 -3.160 0.0 0.0 0.1 0.26
H 4.117 -3.388 -6.480 0.0 0.0 0.0 0.00
H 3.236 -2.031 -8.341 0.0 0.0 0.0 0.00
H 1.221 -0.626 -8.018 0.0 0.0 0.0 0.00
H 0.094 -0.580 -5.827 0.0 0.0 0.0 0.00
```
Forces are in eV/Å.

Output
LUMO level (alpha / beta) ... -8.2 / -10.5 eV
Charge ... +3
<S²> ... 8.827
Spin multiplicity ... 6
Max |F| ... 0.45 eV/Å
HOMO-LUMO gap (alpha / beta) ... 5.846 / 5.456 eV
E ... -266126.21373 eV
HOMO energy (alpha / beta) ... -14.030 / -15.910 eV